# C45H87FNO7

8 unconnected molecules or ions with the total composition C45H87FNO7 in a non-equilibrium geometry (ωB97M-V/def2-TZVPD, the Open Molecules 2025 dataset).

Summary:
F_max = 2.70 eV/Å
DFT total energy = -2447.619533 Ha
HOMO-LUMO gap = 5.583 eV
LUMO energy = -3.594 eV

ORCA input file:
```
! RIJCOSX wB97M-V def2-TZVPD def2/J DEFGRID3
* xyz 1 1
C 4.61 4.23 1.55
C 4.71 2.65 1.47
C 3.44 1.95 0.85
F 3.46 2.08 -0.56
C 3.41 0.43 1.28
N 4.37 -0.15 1.95
C 4.27 -1.60 2.33
C 2.75 -1.93 2.02
C 2.36 -0.74 1.02
C 0.81 -0.52 1.32
C -0.04 -0.03 0.05
C -1.18 0.91 0.66
C -1.88 1.81 -0.43
C -2.27 0.08 1.43
C -2.38 0.39 2.99
C -2.35 1.92 3.35
C -1.16 2.58 3.76
C -0.48 3.75 2.96
C -0.40 2.12 5.09
H 4.82 4.58 2.60
H 5.45 4.66 0.92
H 3.62 4.66 1.26
H 5.66 2.39 0.94
H 4.82 2.25 2.52
H 2.51 2.44 1.24
H 5.25 0.25 2.29
H 5.03 -2.27 1.86
H 4.28 -1.55 3.46
H 2.54 -2.95 1.60
H 2.18 -1.95 2.99
H 2.51 -1.17 0.00
H 0.39 -1.54 1.57
H 0.60 0.13 2.22
H -0.58 -0.87 -0.46
H 0.62 0.52 -0.68
H -0.62 1.63 1.33
H -2.62 2.47 0.13
H -2.49 1.24 -1.18
H -1.13 2.48 -0.94
H -3.25 0.15 0.88
H -1.97 -1.01 1.35
H -3.41 0.00 3.33
H -1.63 -0.18 3.60
H -3.28 2.52 3.25
H -0.75 3.69 1.87
H -0.76 4.78 3.31
H 0.63 3.56 2.99
H -1.11 2.24 5.93
H -0.06 1.05 4.95
H 0.54 2.73 5.19
C 9.24 -1.44 -0.11
C 8.31 -1.07 -1.24
C 7.13 -0.48 -0.51
O 7.64 0.11 0.70
C 9.00 -0.32 0.88
H 10.28 -1.53 -0.40
H 8.92 -2.40 0.33
H 8.78 -0.30 -1.87
H 8.04 -1.91 -1.89
H 6.41 -1.26 -0.22
H 6.60 0.28 -1.09
H 9.65 0.54 0.67
H 9.15 -0.62 1.92
C 2.14 1.50 -5.39
C 2.79 1.53 -4.02
C 1.69 0.94 -3.14
O 0.96 0.02 -3.96
C 1.35 0.21 -5.33
H 2.86 1.52 -6.21
H 1.46 2.35 -5.50
H 3.67 0.88 -4.01
H 3.09 2.53 -3.70
H 1.00 1.71 -2.80
H 2.09 0.42 -2.27
H 1.96 -0.65 -5.63
H 0.46 0.24 -5.96
C 3.68 -5.44 6.37
C 5.10 -5.66 5.89
C 5.06 -5.04 4.50
O 4.09 -3.98 4.55
C 3.34 -4.09 5.77
H 3.58 -5.47 7.45
H 3.03 -6.21 5.95
H 5.80 -5.10 6.52
H 5.41 -6.70 5.88
H 4.73 -5.76 3.75
H 6.03 -4.63 4.19
H 3.66 -3.28 6.43
H 2.28 -3.98 5.56
C -2.34 4.56 -5.05
C -2.76 3.32 -5.81
C -1.85 3.36 -7.02
O -0.63 4.00 -6.60
C -0.84 4.59 -5.31
H -2.58 4.53 -3.99
H -2.81 5.44 -5.49
H -2.55 2.42 -5.21
H -3.82 3.30 -6.07
H -2.28 3.96 -7.83
H -1.63 2.36 -7.41
H -0.30 3.99 -4.58
H -0.43 5.60 -5.30
C -4.56 -4.87 0.90
C -5.28 -3.62 1.36
C -4.23 -2.96 2.23
O -2.95 -3.33 1.69
C -3.14 -4.37 0.73
H -4.98 -5.30 -0.02
H -4.61 -5.63 1.68
H -5.51 -2.98 0.50
H -6.21 -3.82 1.89
H -4.28 -3.33 3.26
H -4.32 -1.87 2.25
H -2.98 -3.95 -0.27
H -2.40 -5.16 0.90
C -5.24 -0.20 -9.21
C -6.18 0.87 -8.70
C -5.71 1.04 -7.26
O -4.31 0.74 -7.25
C -3.95 0.15 -8.50
H -5.14 -0.21 -10.30
H -5.59 -1.19 -8.89
H -6.02 1.80 -9.25
H -7.24 0.61 -8.77
H -6.21 0.32 -6.60
H -5.88 2.05 -6.88
H -3.37 0.89 -9.07
H -3.32 -0.72 -8.33
C -7.48 0.56 5.54
C -7.92 -0.70 4.81
C -7.03 -0.67 3.59
O -5.80 -0.03 3.98
C -5.99 0.58 5.26
H -7.71 0.55 6.61
H -7.96 1.43 5.09
H -7.70 -1.58 5.42
H -8.98 -0.71 4.56
H -7.47 -0.08 2.78
H -6.81 -1.68 3.21
H -5.44 -0.01 6.00
H -5.58 1.59 5.25
*
```

Mulliken atomic charge list, values in e, 99 entries: number 1, C, carries -1.233; number 2, C, carries -0.268; number 3, C, carries 0.946; number 4, F, carries -0.329; number 5, C, carries -0.456; number 6, N, carries 0.205; number 7, C, carries -0.599; number 8, C, carries -0.986; number 9, C, carries 0.831; number 10, C, carries -0.942; number 11, C, carries 0.118; number 12, C, carries 1.849; number 13, C, carries -1.845; number 14, C, carries -0.519; number 15, C, carries 0.289; number 16, C, carries -0.673; number 17, C, carries 0.373; number 18, C, carries -0.998; number 19, C, carries -1.092; number 20, H, carries 0.308; number 21, H, carries 0.368; number 22, H, carries 0.327; number 23, H, carries 0.059; number 24, H, carries 0.283; number 25, H, carries -0.051; number 26, H, carries 0.315; number 27, H, carries 0.231; number 28, H, carries 0.340; number 29, H, carries 0.451; number 30, H, carries 0.224; number 31, H, carries 0.375; number 32, H, carries 0.375; number 33, H, carries 0.147; number 34, H, carries 0.568; number 35, H, carries -0.873; number 36, H, carries -0.840; number 37, H, carries 0.422; number 38, H, carries 0.400; number 39, H, carries 0.372; number 40, H, carries 0.533; number 41, H, carries -0.262; number 42, H, carries -0.064; number 43, H, carries 0.300; number 44, H, carries 0.443; number 45, H, carries 0.244; number 46, H, carries 0.367; number 47, H, carries 0.157; number 48, H, carries 0.290; number 49, H, carries 0.252; number 50, H, carries 0.353; number 51, C, carries -0.556; number 52, C, carries -0.564; number 53, C, carries -0.167; number 54, O, carries -0.371; number 55, C, carries -0.476; number 56, H, carries 0.351; number 57, H, carries 0.251; number 58, H, carries 0.281; number 59, H, carries 0.352; number 60, H, carries 0.107; number 61, H, carries 0.230; number 62, H, carries 0.280; number 63, H, carries 0.275; number 64, C, carries -0.205; number 65, C, carries -0.624; number 66, C, carries 0.659; number 67, O, carries -0.458; number 68, C, carries -0.523; number 69, H, carries 0.421; number 70, H, carries -0.152; number 71, H, carries 0.322; number 72, H, carries 0.381; number 73, H, carries 0.009; number 74, H, carries -0.454; number 75, H, carries 0.286; number 76, H, carries 0.288; number 77, C, carries -0.580; number 78, C, carries -0.570; number 79, C, carries -0.472; number 80, O, carries -0.271; number 81, C, carries -0.487; number 82, H, carries 0.340; number 83, H, carries 0.274; number 84, H, carries 0.273; number 85, H, carries 0.340; number 86, H, carries 0.300; number 87, H, carries 0.277; number 88, H, carries 0.300; number 89, H, carries 0.296; number 90, C, carries -0.651; number 91, C, carries -0.065; number 92, C, carries -0.260; number 93, O, carries -0.445; number 94, C, carries -0.156; number 95, H, carries 0.344; number 96, H, carries 0.275; number 97, H, carries 0.197; number 98, H, carries 0.065; number 99, H, carries 0.286